1.
Density functional theory data (ωB97M-V/def2-TZVPD) for a cluster of 2 separate species, C5H11NO in total in a non-equilibrium geometry.

Summary:
- E_tot (eV) = -8898.488
- SMILES string = C/C=C/C=C/N.O
- gap between HOMO and LUMO (eV) = 9.6073
- highest occupied orbital energy (eV) = -8.701

Geometry as ORCA input:
```
! RIJCOSX wB97M-V def2-TZVPD def2/J DEFGRID3
* xyz 0 1
C -1.09221 0.16012 3.07352
C -0.90147 -0.49360 1.70687
C -0.77314 0.22299 0.57457
C -0.47984 -0.37286 -0.76938
C 0.62307 -1.05361 -1.19122
N 0.92981 -1.63446 -2.50068
H -0.46934 -0.57245 3.70686
H -2.10489 0.03940 3.43522
H -0.68875 1.29223 3.26195
H -0.90831 -1.63065 1.61453
H -0.55433 1.31996 0.68958
H -1.33784 -0.56076 -1.43319
H 1.39560 -1.01501 -0.44741
H 1.23677 -2.61586 -2.18353
H 0.15936 -1.55900 -3.09820
O 1.48782 3.14880 -2.33758
H 1.44383 2.82342 -1.38343
H 2.03387 2.50134 -2.71851
*
```

***

2.
Density functional theory data (ωB97M-V/def2-TZVPD) for an isolated molecule of C4H8ClNO in a non-equilibrium geometry.

Summary:
- E_tot (eV) = -20335.408
- SMILES string = N[C@@H]1C[C@@H](Cl)[C@@H]1O
- gap between HOMO and LUMO (eV) = 10.5431
- highest occupied orbital energy (eV) = -9.873

Geometry as ORCA input:
```
! RIJCOSX wB97M-V def2-TZVPD def2/J DEFGRID3
* xyz 0 1
N -1.80248 -0.31478 -0.32095
C -0.28059 -0.45730 -0.54977
C 0.53765 -0.89055 0.72578
C 1.40033 0.39737 0.43600
Cl 3.03213 0.15232 -0.31359
C 0.27520 0.92538 -0.40606
O -0.48527 1.93569 0.22647
H -2.19386 -1.28718 -0.11364
H -2.01230 -0.18377 -1.24530
H -0.03756 -1.05591 -1.37452
H -0.07544 -0.64448 1.59899
H 0.75840 -1.92818 0.93816
H 1.54315 0.98738 1.31125
H 0.70287 1.16377 -1.40601
H -1.36223 1.20023 0.49320
*
```